{"formula": "C6H12N2O5", "method": "wB97M-V/def2-TZVPD", "gap_ev": 9.817, "e_homo_ev": -9.24, "species": ["C", "O", "N", "C", "O", "N", "O", "C", "C", "C", "O", "C", "O", "H", "H", "H", "H", "H", "H", "H", "H", "H", "H", "H", "H"], "positions_angstrom": [[-3.06, -0.57, -0.70], [-2.67, -0.15, 0.51], [-1.34, -0.09, 0.85], [-0.47, -1.08, 0.52], [-0.66, -2.27, 0.47], [0.76, -0.47, 0.21], [1.88, -1.24, 0.60], [2.03, -2.23, -0.35], [0.86, 1.01, 0.51], [1.49, 1.74, -0.67], [1.56, 1.24, 1.68], [-0.56, 1.35, 0.81], [-1.22, 2.09, -0.18], [-4.04, -0.23, -0.89], [-3.13, -1.82, -0.78], [-2.31, -0.17, -1.53], [1.91, -3.28, 0.09], [3.01, -2.14, -0.87], [1.34, -2.12, -1.15], [2.54, 1.30, -0.76], [1.56, 2.85, -0.54], [0.85, 1.39, -1.52], [2.37, 0.71, 1.67], [-0.69, 1.74, 1.85], [-2.01, 2.44, 0.19]]}

=====

{"formula": "C6H12N2OPV", "method": "wB97M-V/def2-TZVPD", "spin_multiplicity": 3, "gap_ev": [6.224, 4.947], "e_homo_ev": [-5.93, -4.67], "s_squared": 2.076, "species": ["C", "C", "C", "C", "C", "V", "P", "H", "H", "H", "H", "H", "H", "H", "H", "N", "C", "N", "O", "H", "H", "H", "H"], "positions_angstrom": [[0.23, -0.62, -2.60], [-0.77, 0.21, -3.20], [-0.58, 1.56, -2.86], [0.55, 1.61, -1.99], [1.09, 0.27, -1.82], [-0.80, 0.33, -1.20], [0.51, -1.95, -0.09], [0.14, -1.70, -2.78], [-1.65, -0.20, -3.71], [-1.34, 2.30, -3.02], [1.92, 0.13, -1.12], [0.95, 2.51, -1.51], [1.86, -1.84, 0.53], [1.01, -2.95, -0.95], [-0.12, -2.83, 0.81], [-1.04, 1.16, 3.77], [-0.53, 0.45, 2.73], [0.51, -0.37, 2.94], [-1.04, 0.57, 1.58], [-0.66, 1.05, 4.71], [-1.83, 1.78, 3.67], [0.83, -0.97, 2.18], [0.75, -0.51, 3.90]]}

=====

{"formula": "C6H12N3", "method": "wB97M-V/def2-TZVPD", "spin_multiplicity": 3, "charge": 1, "gap_ev": [6.355, 6.877], "e_homo_ev": [-9.83, -13.81], "s_squared": 2.007, "species": ["C", "C", "C", "C", "C", "C", "N", "N", "N", "H", "H", "H", "H", "H", "H", "H", "H", "H", "H", "H", "H"], "positions_angstrom": [[-0.55, 2.42, 0.44], [0.21, -0.91, 0.83], [0.86, -2.06, 0.97], [-1.36, 2.62, -0.80], [0.88, 0.50, 0.29], [0.33, -3.39, 1.30], [0.35, 1.59, 0.63], [2.02, 0.49, -0.39], [-0.58, 2.05, -1.91], [-0.49, 3.23, 1.21], [-0.96, -0.81, 0.70], [1.90, -1.93, 1.03], [-2.28, 1.98, -0.68], [-1.73, 3.68, -0.87], [-0.76, -3.46, 1.55], [0.65, -4.15, 0.47], [0.88, -3.89, 2.15], [2.59, -0.34, -0.33], [2.52, 1.36, -0.29], [0.29, 2.66, -2.08], [-1.16, 2.21, -2.75]]}

=====

{"formula": "C6H12N3O2", "method": "wB97M-V/def2-TZVPD", "charge": 1, "gap_ev": 10.902, "e_homo_ev": -13.87, "species": ["N", "C", "O", "C", "C", "N", "N", "O", "C", "C", "C", "H", "H", "H", "H", "H", "H", "H", "H", "H", "H", "H", "H"], "positions_angstrom": [[1.04, -0.09, 2.72], [1.26, 0.17, 1.40], [2.30, 0.00, 0.81], [0.01, 0.52, 0.56], [0.24, 1.65, -0.39], [-0.63, 2.64, -0.50], [1.28, 1.52, -1.20], [1.50, 2.55, -2.07], [-0.40, -0.70, -0.34], [0.42, -1.92, -0.30], [-0.98, -1.93, 0.29], [0.23, -0.02, 3.19], [1.96, -0.29, 3.27], [-0.82, 0.92, 1.27], [-1.38, 2.68, 0.15], [-0.59, 3.26, -1.32], [1.86, 0.68, -1.12], [2.37, 2.48, -2.50], [-0.67, -0.33, -1.27], [1.20, -2.00, 0.56], [0.73, -2.41, -1.22], [-1.67, -2.51, -0.19], [-1.17, -1.84, 1.35]]}

=====

{"formula": "C6H12N3S", "method": "wB97M-V/def2-TZVPD", "charge": 1, "gap_ev": 9.933, "e_homo_ev": -12.70, "species": ["C", "C", "N", "C", "C", "S", "C", "C", "N", "N", "H", "H", "H", "H", "H", "H", "H", "H", "H", "H", "H", "H"], "positions_angstrom": [[1.04, -2.34, 1.45], [0.34, -1.31, 1.00], [-0.70, -0.45, 1.31], [-1.02, 0.62, 0.41], [-2.13, 0.23, -0.53], [-1.27, -0.12, -2.08], [0.16, 0.98, -1.85], [0.38, 0.79, -0.37], [1.28, 1.72, 0.12], [1.05, -0.57, -0.19], [1.95, -2.76, 0.89], [0.75, -2.90, 2.35], [-1.36, -0.81, 1.93], [-1.49, 1.49, 0.93], [-2.63, -0.62, -0.21], [-2.91, 0.82, -0.69], [-0.06, 2.00, -2.26], [1.02, 0.65, -2.38], [1.59, 1.47, 1.05], [1.12, 2.65, -0.05], [1.92, -0.35, 0.15], [0.95, -1.19, -0.99]]}

=====

{"formula": "C6H12N4", "method": "wB97M-V/def2-TZVPD", "charge": 2, "gap_ev": [8.045, 7.766], "e_homo_ev": [-17.50, -17.21], "species": ["C", "C", "C", "C", "C", "C", "N", "N", "N", "N", "H", "H", "H", "H", "H", "H", "H", "H", "H", "H", "H", "H"], "positions_angstrom": [[1.42, -1.11, 0.83], [0.76, -0.14, 0.09], [2.86, 0.18, -0.21], [-2.11, -0.40, -0.14], [4.18, 0.87, -0.58], [-4.22, 0.66, 0.26], [2.71, -0.90, 0.52], [1.67, 0.71, -0.43], [-2.45, -1.51, -0.66], [-2.80, 0.55, 0.40], [1.06, -1.74, 1.62], [4.56, 1.35, 0.24], [4.98, 0.11, -0.83], [3.85, 1.49, -1.46], [-4.58, 1.40, 1.05], [-4.63, -0.29, 0.41], [-4.55, 1.16, -0.71], [3.37, -1.21, 1.19], [1.51, 1.62, -0.93], [-1.68, -2.12, -0.90], [-3.51, -1.84, -0.79], [-2.41, 1.15, 1.04]]}

=====

{"formula": "C6H12N4O", "method": "wB97M-V/def2-TZVPD", "gap_ev": 9.347, "e_homo_ev": -8.48, "species": ["C", "C", "C", "C", "C", "C", "H", "H", "H", "H", "H", "H", "H", "H", "H", "H", "H", "H", "N", "N", "N", "N", "O"], "positions_angstrom": [[-1.74, 1.44, 0.25], [-0.37, 1.23, -0.40], [0.96, -0.65, -1.18], [2.38, -0.04, -1.09], [2.20, 0.20, 1.21], [0.76, -0.30, 1.16], [-2.10, 2.44, 0.04], [-1.70, 1.28, 1.32], [-0.52, 1.34, -1.48], [0.29, 2.03, -0.07], [1.04, -1.74, -1.11], [0.52, -0.42, -2.17], [3.07, -0.44, -1.84], [2.33, 1.07, -1.15], [2.69, -0.09, 2.15], [2.16, 1.32, 1.11], [0.78, -1.40, 1.39], [0.16, 0.18, 1.94], [-2.83, -1.74, 0.27], [-2.74, -0.64, 0.01], [-2.76, 0.54, -0.34], [0.11, -0.12, -0.13], [2.96, -0.37, 0.19]]}

=====

{"formula": "C6H12N4O2S", "method": "wB97M-V/def2-TZVPD", "gap_ev": 8.923, "e_homo_ev": -8.25, "species": ["C", "N", "C", "N", "C", "C", "O", "C", "C", "N", "S", "N", "O", "H", "H", "H", "H", "H", "H", "H", "H", "H", "H", "H", "H"], "positions_angstrom": [[-0.64, 1.72, -1.94], [0.36, 1.03, -1.02], [1.04, -0.23, -1.69], [2.33, -0.25, -1.13], [0.30, -1.51, -1.33], [-0.17, -1.45, -0.05], [-0.87, -2.44, 0.59], [-1.37, -2.09, 1.84], [-0.63, -0.74, 2.15], [-0.04, -0.36, 0.86], [0.04, 1.40, 0.61], [1.16, 1.83, 1.55], [-1.27, 1.98, 0.84], [-1.67, 1.52, -1.65], [-0.46, 1.69, -2.99], [-0.42, 2.74, -1.85], [1.02, 0.02, -2.71], [2.76, 0.63, -1.30], [2.28, -0.41, -0.13], [0.17, -2.27, -2.03], [-1.02, -2.85, 2.56], [-2.56, -2.02, 1.74], [-1.51, -0.01, 2.40], [0.21, -0.68, 2.82], [0.94, 2.76, 1.88]]}

=====

{"formula": "C6H12N4O4S", "method": "wB97M-V/def2-TZVPD", "gap_ev": [7.481, 7.478], "e_homo_ev": [-8.61, -8.78], "species": ["C", "C", "C", "C", "C", "C", "N", "N", "N", "N", "O", "O", "O", "O", "S", "H", "H", "H", "H", "H", "H", "H", "H", "H", "H", "H", "H"], "positions_angstrom": [[-2.32, -2.64, 1.93], [-2.20, -1.93, 0.83], [1.27, 0.68, -3.12], [-0.64, 1.18, 1.18], [2.75, 0.53, -1.08], [1.33, 0.22, -1.55], [-0.50, 1.61, 2.45], [-1.81, 0.75, 0.76], [0.26, 0.77, -0.88], [0.36, 1.40, 0.30], [2.11, 0.50, -3.97], [0.13, 1.39, -3.42], [0.24, -0.99, 1.34], [-0.16, -2.20, -0.74], [-0.68, -1.20, 0.21], [-3.36, -3.01, 2.26], [-1.52, -2.69, 2.56], [-2.98, -1.60, 0.01], [2.88, 0.19, -0.07], [3.29, -0.17, -1.60], [3.11, 1.48, -1.30], [1.25, -0.88, -1.53], [-1.31, 2.04, 2.90], [0.29, 1.31, 3.01], [-2.56, 0.58, 1.47], [-0.52, 1.26, -2.69], [1.28, 1.41, 0.75]]}

=====

{"formula": "C6H12N6", "method": "wB97M-V/def2-TZVPD", "gap_ev": 9.263, "e_homo_ev": -8.35, "species": ["C", "N", "C", "N", "C", "N", "N", "C", "N", "C", "C", "N", "H", "H", "H", "H", "H", "H", "H", "H", "H", "H", "H", "H"], "positions_angstrom": [[1.32, 3.66, 0.52], [0.40, 2.61, 0.66], [0.37, 1.40, 0.01], [1.16, 1.22, -1.09], [1.15, -0.09, -1.47], [2.01, -0.39, -2.46], [0.36, -1.10, -1.11], [-0.49, -0.75, -0.08], [-1.13, -1.74, 0.60], [-2.27, -1.50, 1.53], [-0.83, -3.13, 0.16], [-0.56, 0.46, 0.47], [1.62, 4.10, 1.49], [0.94, 4.55, -0.04], [2.18, 3.27, 0.04], [-0.14, 2.54, 1.53], [1.75, -1.15, -3.12], [2.38, 0.49, -2.86], [-2.19, -2.29, 2.23], [-2.26, -0.48, 2.12], [-3.25, -1.32, 0.96], [-1.53, -3.19, -0.74], [0.22, -3.20, -0.21], [-1.19, -3.97, 0.85]]}

=====

Energy above the lowest of the compared OMol25 structures with the same formula, charge and spin values (in eV) by entry order: 5.368, 0.000, 2.291, 3.119, 1.579, 3.242, 2.042, 2.360, 0.733, 0.000.